Entry 1:
Computed, not measured: 4 unconnected molecules or ions with the total composition C3H8N4O in a non-equilibrium geometry, with ωB97M-V/def2-TZVPD.

Geometry as ORCA input:
```
! wB97M-V def2-TZVPD RIJCOSX def2/J DEFGRID3
* xyz 0 1
C 1.586 1.976 1.584
C 0.516 -0.072 -1.161
C -1.041 -1.712 0.299
H 2.720 1.215 0.791
H 1.472 1.316 3.079
H 1.236 3.456 1.519
H -0.263 0.859 1.389
H 0.912 -0.149 -2.114
H -1.805 -2.460 -1.738
H -1.960 -0.521 -2.349
H -2.031 -2.216 -0.116
N 0.335 1.421 0.731
N 0.854 0.938 -0.518
N -0.509 -1.050 -0.891
N -1.318 -1.535 -1.969
O -0.703 -1.466 1.463
*
```

Calculated values
- DFT total energy (eV) = -11237.6694
- HOMO (hartree) = -0.313
- max |F| (eV Å⁻¹) = 5.295
- LUMO level (Eh) = 0.0042
- energy above the lowest of the compared OMol25 structures with the same formula, charge and spin (kcal per mole) = 275.7



Entry 2:
Computed, not measured: a molecular structure, C25H28IrN5O4S3, with ωB97M-V/def2-TZVPD.

Geometry as ORCA input:
```
! wB97M-V def2-TZVPD RIJCOSX def2/J DEFGRID3
* xyz 3 2
Ir -0.792 -0.125 -0.633
C 3.414 -0.580 0.765
C 1.942 -0.784 0.913
O 1.152 -0.180 0.131
N 1.507 -1.594 1.858
C 0.093 -1.732 2.171
C -0.680 -2.603 1.212
C -0.929 -3.920 1.560
C -1.673 -4.744 0.732
C -2.181 -4.206 -0.437
C -1.902 -2.890 -0.732
N -1.151 -2.089 0.049
H 3.612 0.213 0.051
H 3.881 -1.504 0.419
H 3.860 -0.318 1.725
H 2.190 -2.072 2.429
H -0.330 -0.734 2.205
H 0.021 -2.164 3.166
H -0.543 -4.294 2.499
H -1.865 -5.774 1.003
H -2.792 -4.786 -1.115
H -2.318 -2.450 -1.623
O 1.289 2.914 -2.279
S 0.132 3.248 -1.525
O 0.200 3.799 -0.220
N -0.785 1.763 -1.383
C -1.931 1.849 -1.988
S -2.719 0.310 -1.738
C -2.227 3.095 -2.665
C -3.344 3.469 -3.396
C -3.356 4.743 -3.955
C -2.281 5.608 -3.785
C -1.151 5.237 -3.049
C -1.151 3.977 -2.504
H -4.180 2.795 -3.535
H -4.211 5.064 -4.534
H -2.316 6.592 -4.234
H -0.319 5.917 -2.924
C -3.605 1.152 4.423
C -2.400 0.994 3.503
S -2.903 0.657 1.810
O -1.525 0.748 1.062
C -3.750 2.183 1.372
C -2.957 3.456 1.616
H -3.239 1.344 5.430
H -4.215 0.250 4.455
H -4.233 1.996 4.143
H -1.795 0.131 3.784
H -1.758 1.875 3.470
H -4.688 2.138 1.932
H -4.021 2.041 0.324
H -2.941 3.727 2.670
H -3.436 4.275 1.082
H -1.929 3.370 1.261
N -1.162 -3.109 -6.294
C -0.563 -2.500 -5.528
C 0.171 -1.719 -4.573
C 1.458 -1.248 -4.819
C 2.063 -0.479 -3.841
C 1.398 -0.220 -2.660
N 0.160 -0.698 -2.410
C -0.443 -1.417 -3.370
H 1.954 -1.469 -5.755
H 3.049 -0.062 -3.988
H 1.845 0.395 -1.898
H -1.448 -1.762 -3.198
*
```

Calculated values
- DFT total energy (eV) = -77338.8698
- HOMO (spin up / spin down) (hartree) = -0.660 / -0.657
- max |F| (eV Å⁻¹) = 0.407
- LUMO level (spin up / spin down) (Eh) = -0.3466 / -0.4588
- energy above the lowest of the compared OMol25 structures with the same formula, charge and spin (kcal per mole) = 0.0
- expectation value of S² = 0.759



Entry 3:
Computed, not measured: a molecular structure, C20H44IrNOP3Se in a non-equilibrium geometry, with ωB97M-V/def2-TZVPD.

Geometry as ORCA input:
```
! wB97M-V def2-TZVPD RIJCOSX def2/J DEFGRID3
* xyz 4 6
Ir 0.023 -0.236 0.864
P 0.303 1.908 1.817
P -2.116 0.375 0.246
P 1.930 -0.064 -0.170
H -1.954 -3.031 -3.230
C -0.894 -3.108 -2.898
C -0.444 -2.672 -1.701
H -0.788 -1.805 -1.133
C 0.342 3.518 0.936
C -1.020 1.975 3.082
C 1.847 1.829 2.790
C -2.980 -0.623 -1.009
C -3.200 -0.156 1.658
C -2.900 2.039 -0.072
C 2.274 -1.290 -1.436
C 3.132 -0.756 1.042
C 2.839 1.361 -0.794
H -0.232 -3.658 -3.577
H 0.308 -3.306 -1.232
H 0.587 4.306 1.671
H -0.632 3.738 0.477
H 1.095 3.501 0.136
H -0.867 2.871 3.701
H -0.952 1.082 3.720
H -2.018 2.020 2.621
H 1.934 2.765 3.364
H 2.728 1.739 2.141
H 1.802 0.963 3.470
H -4.087 -0.596 -0.873
H -2.634 -1.660 -0.945
H -2.717 -0.257 -2.010
H -4.228 0.225 1.488
H -2.844 0.207 2.623
H -3.188 -1.253 1.731
H -3.996 1.985 0.002
H -2.627 2.365 -1.083
H -2.535 2.811 0.608
H 3.352 -1.468 -1.505
H 1.916 -0.979 -2.413
H 1.785 -2.234 -1.218
H 4.103 -0.832 0.544
H 2.824 -1.757 1.339
H 3.244 -0.182 1.956
H 3.857 1.070 -1.078
H 2.940 2.187 -0.091
H 2.356 1.765 -1.681
C 0.084 1.226 -4.317
C -0.014 -0.164 -4.512
C 0.403 -0.740 -5.731
C 0.893 0.094 -6.762
C 1.195 1.412 -6.435
C 0.846 1.950 -5.199
Se -0.975 2.355 -2.938
H -0.051 3.249 -2.018
H -0.456 -0.839 -3.764
H 0.370 -1.837 -5.875
H 1.040 -0.327 -7.779
H 1.682 2.022 -7.191
H 1.125 2.950 -4.974
C -1.454 -3.131 4.222
N -0.180 -2.384 4.323
C 0.395 -2.123 5.621
C 0.266 -1.635 3.336
O -0.396 -1.639 2.237
H -1.343 -4.004 4.889
H -1.636 -3.465 3.183
H -2.296 -2.485 4.513
H 1.465 -2.336 5.569
H 0.276 -1.068 5.885
H -0.090 -2.760 6.352
H 1.180 -1.001 3.485
*
```

Calculated values
- DFT total energy (eV) = -120995.3165
- HOMO (spin up / spin down) (hartree) = -0.647 / -0.720
- max |F| (eV Å⁻¹) = 3.860
- LUMO level (spin up / spin down) (Eh) = -0.4705 / -0.6085
- expectation value of S² = 8.780



Entry 4:
Computed, not measured: a single C3H5F2N molecule in a non-equilibrium geometry, with ωB97M-V/def2-TZVPD.

Geometry as ORCA input:
```
! wB97M-V def2-TZVPD RIJCOSX def2/J DEFGRID3
* xyz 0 1
C -1.447 0.479 -0.667
C -0.541 0.813 0.221
C 0.829 0.176 0.401
N 0.934 -1.199 -0.307
F 1.788 1.038 -0.052
F 1.157 -0.045 1.733
H -2.328 0.983 -0.739
H -1.208 -0.384 -1.343
H -0.679 1.626 0.948
H -0.091 -1.515 -0.298
H 1.586 -1.972 0.102
*
```

Calculated values
- DFT total energy (eV) = -10116.1078
- HOMO (hartree) = -0.375
- structure (SMILES) = C=CC(N)(F)F
- max |F| (eV Å⁻¹) = 3.730
- LUMO level (Eh) = 0.0368
- energy above the lowest of the compared OMol25 structures with the same formula, charge and spin (kcal per mole) = 5.2